# C23H34N7O2Rb

C23H34N7O2Rb as an isolated structure in a non-equilibrium geometry (ωB97M-V/def2-TZVPD, the Open Molecules 2025 dataset).

CARTESIAN COORDINATES (ANGSTROEM)
Rb (0.498, -0.111, -0.078)
C (2.703, 1.821, 1.949)
C (1.190, 1.898, 2.133)
N (0.605, 0.656, 2.614)
C (-0.793, 0.802, 2.991)
C (-1.766, 0.447, 1.854)
N (-1.586, 1.295, 0.690)
C (-2.327, 2.538, 0.690)
C (-1.977, 3.399, -0.527)
C (-0.613, 4.091, -0.444)
N (0.461, 3.192, -0.821)
C (1.778, 3.785, -0.703)
C (2.870, 2.763, -1.067)
N (2.574, 1.443, -0.534)
C (3.188, 1.042, 0.722)
H (3.149, 1.349, 2.829)
H (3.090, 2.840, 1.897)
H (0.726, 2.144, 1.180)
H (0.977, 2.726, 2.836)
H (1.134, 0.343, 3.422)
H (-1.008, 1.831, 3.324)
H (-1.008, 0.128, 3.827)
H (-2.796, 0.501, 2.260)
H (-1.574, -0.590, 1.557)
H (-1.831, 0.770, -0.147)
H (-2.087, 3.098, 1.601)
H (-3.420, 2.364, 0.686)
H (-2.745, 4.168, -0.630)
H (-1.997, 2.775, -1.423)
H (-0.427, 4.425, 0.582)
H (-0.626, 4.993, -1.088)
H (0.310, 2.906, -1.786)
H (1.898, 4.122, 0.329)
H (1.901, 4.673, -1.350)
H (3.843, 3.149, -0.721)
H (2.908, 2.693, -2.160)
H (2.810, 0.744, -1.231)
H (4.291, 1.138, 0.685)
H (2.949, -0.015, 0.867)
O (-2.747, 0.025, -3.618)
C (-2.999, -1.286, -3.796)
C (-3.931, -1.666, -4.762)
C (-4.219, -2.999, -4.967)
C (-3.580, -3.976, -4.215)
C (-2.655, -3.611, -3.260)
C (-2.350, -2.272, -3.031)
C (-1.359, -1.890, -1.995)
O (-1.102, -0.667, -1.786)
N (-0.851, -2.928, -1.340)
N (0.088, -2.649, -0.421)
C (0.467, -3.644, 0.301)
C (1.437, -3.534, 1.356)
C (1.846, -4.712, 2.009)
C (2.724, -4.639, 3.066)
C (3.180, -3.386, 3.460)
C (2.747, -2.280, 2.744)
N (1.913, -2.334, 1.722)
H (-2.061, 0.046, -2.893)
H (-4.416, -0.894, -5.339)
H (-4.945, -3.278, -5.717)
H (-3.809, -5.019, -4.379)
H (-2.143, -4.347, -2.661)
H (0.036, -4.638, 0.144)
H (1.463, -5.662, 1.671)
H (3.050, -5.533, 3.579)
H (3.852, -3.275, 4.295)
H (3.095, -1.289, 3.016)

Summary:
orbital gap: 7.223 eV
energy above the lowest of the compared OMol25 structures with the same formula, charge and spin: 38.0 kJ/mol
multiplicity: 1
HOMO: -0.2631 hartree
LUMO energy: 0.06 eV
max |F|: 0.033 Eh/bohr
E: -1454.6585 Eh
total charge: 0